# 1
ORCA calculation (ωB97M-V/def2-TZVPD) on a 9-piece molecular cluster, C9H36O9 overall at a distorted geometry.

Geometry as XYZ:
```
54
Properties=species:S:1:pos:R:3
H 1.395 1.380 -3.070
H 5.414 0.077 -0.103
C 4.920 -0.699 2.941
H 4.952 1.239 -1.343
H 0.943 -0.083 0.608
H -1.597 0.536 1.682
H 0.863 3.131 -3.108
H -3.432 -1.143 0.745
H 3.614 -0.641 1.496
H -0.053 -2.086 1.856
C -3.776 1.031 3.057
H 1.340 -1.331 -2.059
C 0.001 0.469 0.636
H -3.827 0.264 -0.112
C -2.149 1.532 -3.651
O -0.941 -0.157 1.501
H -0.505 0.558 -3.690
H -1.577 2.442 -3.850
H 0.104 1.517 0.927
H 4.773 0.389 2.941
C -1.517 -3.097 2.591
H -0.070 -1.767 -1.175
H 0.994 -3.077 -1.811
H -2.058 -3.091 1.646
H -3.413 1.091 4.082
C 1.198 2.284 -2.495
H 2.835 3.247 -2.090
H -2.895 1.782 -2.900
H -3.002 2.686 2.356
O -2.869 1.751 2.191
O -1.324 0.456 -3.193
H 0.265 2.165 -1.937
H -1.565 -4.076 3.072
H -2.031 -2.412 3.282
H 5.990 -0.815 2.750
O -0.153 -2.698 2.592
O -4.837 -1.419 -0.783
H -3.827 -0.017 2.775
H 5.108 1.855 0.290
H -2.657 1.219 -4.567
H -2.830 -1.052 -0.927
H -0.602 -1.354 -3.396
H -0.342 0.413 -0.409
C -3.663 -0.803 -0.271
H 2.943 1.450 -0.405
H -4.763 1.466 2.897
H -5.077 -2.196 -0.278
O 2.285 2.596 -1.648
C 4.826 0.969 -0.286
C 0.560 -2.102 -2.008
O -0.200 -2.209 -3.198
O 3.445 0.713 -0.007
H 4.637 -1.068 3.926
O 4.149 -1.314 1.930
```

- total energy (hartree) = -1041.47216
- LUMO energy (Eh) = 0.0062
- molecular weight (g/mol) = 288.4
- SMILES = CO.CO.CO.CO.CO.CO.CO.CO.CO
- ΔE to the lowest compared entry with this formula, charge and spin (kJ/mol) = 521.5
- charge = 0

These are the Mulliken partial charges, in e, on atoms 1 to 6: 0.23 0.26 -0.64 0.31 0.18 0.17

# 2
ORCA calculation (ωB97M-V/def2-TZVPD) on C9H36O9 as an isolated structure at a distorted geometry.

Geometry as XYZ:
```
54
Properties=species:S:1:pos:R:3
C -7.002 -21.186 -2.792
H -7.134 -17.848 -4.513
H -5.314 -22.154 -7.801
H -7.306 -22.085 -7.727
H -4.411 -20.783 -6.738
C -3.812 -18.627 -6.418
H -10.094 -22.391 -3.641
H -9.069 -21.217 -4.939
H -2.685 -19.777 -5.689
O -2.978 -17.596 -3.963
H -3.227 -22.118 -7.192
O -2.529 -20.702 -5.891
H -9.077 -24.143 -7.403
H -4.168 -17.630 -6.676
H -6.356 -21.094 -6.780
H -3.770 -18.698 -2.317
H -5.923 -19.301 -6.764
H -5.502 -17.711 -6.110
C -9.162 -22.247 -5.286
H -7.349 -20.947 -5.369
H -9.424 -22.230 -6.344
H -7.457 -20.221 -2.569
H -6.051 -21.190 -2.260
H -7.047 -17.921 -6.821
H -6.708 -21.161 -3.841
C -8.197 -22.684 -7.914
O -5.529 -20.535 -4.758
O -10.144 -22.769 -4.522
O -6.811 -18.666 -4.898
H -3.054 -19.591 -3.789
O -7.736 -22.313 -2.426
H -2.627 -18.006 -4.956
H -3.594 -19.249 -7.286
H -4.513 -19.143 -5.761
H -3.097 -20.552 -7.876
H -6.258 -22.333 -5.577
H -4.148 -23.116 -9.470
H -8.266 -22.837 -5.094
H -7.368 -23.167 -2.665
C -5.102 -21.569 -8.696
H -8.009 -23.251 -8.825
O -3.971 -22.180 -9.359
C -3.381 -21.065 -6.957
H -5.938 -21.608 -9.394
H -5.824 -19.622 -4.798
H -4.824 -20.574 -8.347
C -6.305 -18.440 -6.215
C -6.358 -21.255 -5.701
C -3.595 -18.732 -3.392
O -2.537 -18.446 -5.805
O -8.298 -23.725 -7.029
H -3.353 -16.848 -3.492
H -4.506 -18.937 -3.955
H -9.026 -21.987 -8.037
```

- total energy (hartree) = -1041.11358
- LUMO energy (Eh) = -0.0060
- molecular weight (g/mol) = 288.4
- ΔE to the lowest compared entry with this formula, charge and spin (kJ/mol) = 1463.0
- charge = 0

These are the Mulliken partial charges, in e, on atoms 1 to 6: -0.75 0.42 0.63 0.48 -0.16 -0.15

# 3
ORCA calculation (ωB97M-V/def2-TZVPD) on a 9-piece molecular cluster, C9H36O9 overall at a distorted geometry.

Geometry as XYZ:
```
54
Properties=species:S:1:pos:R:3
H -0.918 0.637 2.125
H 1.507 0.163 -5.868
H 1.232 -0.314 -4.247
H -0.078 0.298 -5.313
H -0.557 -3.289 0.065
C -0.981 -3.394 1.072
O 1.318 1.673 -4.564
C 2.684 1.467 1.999
H 1.119 -0.081 -1.930
C 2.037 -2.061 3.475
H 1.601 -1.696 -1.306
H 0.610 3.874 -1.311
H 1.460 -2.865 3.986
H 0.309 1.268 -0.130
O 0.351 2.240 0.046
H 2.499 -2.648 2.684
H -0.367 -4.146 1.521
O 0.514 -0.528 0.032
H -2.462 0.723 3.099
H 1.189 0.752 2.874
C 0.959 0.396 -4.998
H -1.258 1.246 4.833
O 1.475 1.669 2.758
H -0.152 2.524 -1.945
H -2.696 0.520 0.407
H 1.495 2.324 -1.585
H 3.458 0.824 2.451
O -0.858 1.529 4.011
H -1.263 -0.446 3.543
C -2.610 1.920 -0.854
H 2.380 -0.205 -0.704
C 1.454 -0.640 -1.029
C -1.364 0.567 3.184
H -0.792 -1.916 -3.283
H 2.803 -1.686 4.099
H -2.295 -1.888 -1.261
H -2.417 -1.149 -3.241
H -3.621 2.286 -0.788
O 1.113 -1.121 2.879
C 0.600 2.784 -1.248
H -2.007 -1.756 1.427
H -1.022 -0.100 -3.061
H -0.281 -0.954 -0.262
O -1.134 -2.175 1.720
H 3.161 2.408 1.780
H -1.923 -3.870 0.922
C -1.429 -1.113 -2.814
H -2.006 2.812 -0.995
H -2.615 1.262 -1.709
O -2.330 1.389 0.401
H 0.351 -1.663 2.646
H 0.949 2.266 -5.254
H 2.402 1.119 1.044
O -1.593 -1.219 -1.395
```

- total energy (hartree) = -1041.41337
- LUMO energy (Eh) = -0.0084
- molecular weight (g/mol) = 288.4
- SMILES = CO.CO.CO.CO.CO.CO.CO.CO.CO
- ΔE to the lowest compared entry with this formula, charge and spin (kJ/mol) = 675.9
- charge = 0

These are the Mulliken partial charges, in e, on atoms 1 to 6: 0.03 0.39 0.17 0.28 0.19 -0.80

# 4
ORCA calculation (ωB97M-V/def2-TZVPD) on a 10-piece molecular cluster, C9H38O10 overall at a distorted geometry.

Geometry as XYZ:
```
57
Properties=species:S:1:pos:R:3
H 2.049 -1.298 -3.111
H -1.629 2.425 0.084
C 0.588 0.265 0.653
O 1.272 4.028 0.996
H -1.290 4.826 -1.245
H -1.190 -2.450 3.476
H -4.952 -0.638 -0.133
H -3.963 0.211 -1.213
C -2.961 -4.531 0.490
O 3.645 2.964 1.529
H 0.458 4.272 0.556
H -5.702 0.291 -1.530
H -1.407 -2.066 -0.242
H -4.020 3.105 0.700
C 3.889 2.009 0.503
O 1.486 -2.753 1.974
O -0.811 -1.680 0.404
H 3.199 1.169 0.572
H 3.393 -2.370 -2.601
O -1.078 4.268 -0.493
H 0.826 -2.594 1.300
H 5.410 -0.852 -1.536
H 3.791 2.500 -0.465
H -3.555 4.792 0.219
H -1.397 0.145 -0.317
C 2.835 -1.462 -2.374
H -2.845 3.861 1.597
H 2.789 3.339 1.308
H 0.021 0.475 1.560
H -0.124 -0.708 -1.198
H 4.902 1.619 0.600
H 4.497 -0.672 1.962
O -2.190 -4.304 -0.696
H -1.783 -5.131 -0.965
H 1.440 4.747 1.606
H 1.420 -0.389 0.914
H -2.765 -5.526 0.889
H -4.017 -4.405 0.252
H 2.269 -2.305 1.654
H 4.100 -1.079 0.558
O 4.136 -1.402 1.458
H 2.429 -1.806 -1.422
C -4.895 -0.354 -1.184
H 0.837 1.256 0.271
H -5.411 -1.998 -2.070
H -1.558 -2.086 2.053
H -2.593 2.919 -1.220
C -0.483 -0.439 -0.205
C 3.680 -0.217 -2.203
O -1.913 -2.123 2.942
H 4.185 0.110 -3.111
O -4.645 -1.421 -2.105
C -2.136 3.306 -0.309
H 3.023 0.582 -1.859
O 4.664 -0.376 -1.163
C -3.208 3.820 0.570
H -2.714 -3.869 1.319
```

- total energy (hartree) = -1118.00028
- LUMO energy (Eh) = 0.0135
- molecular weight (g/mol) = 306.4
- SMILES = CCO.CCO.CCO.CO.CO.CO.O.O.O.O
- ΔE to the lowest compared entry with this formula, charge and spin (kJ/mol) = 334.7
- charge = 0

These are the Mulliken partial charges, in e, on atoms 1 to 6: 0.35 -0.26 -0.74 -0.67 0.27 0.34

Q: Among the records above, which one has the lowest LUMO energy?
A: number 3

Q: Which value of ΔE to the lowest compared entry with this formula, charge and spin does entry 3 give?
A: 675.9 kJ/mol

Repeat the first record exactly.
ORCA calculation (ωB97M-V/def2-TZVPD) on a 9-piece molecular cluster, C9H36O9 overall at a distorted geometry.

Geometry as XYZ:
```
54
Properties=species:S:1:pos:R:3
H 1.395 1.380 -3.070
H 5.414 0.077 -0.103
C 4.920 -0.699 2.941
H 4.952 1.239 -1.343
H 0.943 -0.083 0.608
H -1.597 0.536 1.682
H 0.863 3.131 -3.108
H -3.432 -1.143 0.745
H 3.614 -0.641 1.496
H -0.053 -2.086 1.856
C -3.776 1.031 3.057
H 1.340 -1.331 -2.059
C 0.001 0.469 0.636
H -3.827 0.264 -0.112
C -2.149 1.532 -3.651
O -0.941 -0.157 1.501
H -0.505 0.558 -3.690
H -1.577 2.442 -3.850
H 0.104 1.517 0.927
H 4.773 0.389 2.941
C -1.517 -3.097 2.591
H -0.070 -1.767 -1.175
H 0.994 -3.077 -1.811
H -2.058 -3.091 1.646
H -3.413 1.091 4.082
C 1.198 2.284 -2.495
H 2.835 3.247 -2.090
H -2.895 1.782 -2.900
H -3.002 2.686 2.356
O -2.869 1.751 2.191
O -1.324 0.456 -3.193
H 0.265 2.165 -1.937
H -1.565 -4.076 3.072
H -2.031 -2.412 3.282
H 5.990 -0.815 2.750
O -0.153 -2.698 2.592
O -4.837 -1.419 -0.783
H -3.827 -0.017 2.775
H 5.108 1.855 0.290
H -2.657 1.219 -4.567
H -2.830 -1.052 -0.927
H -0.602 -1.354 -3.396
H -0.342 0.413 -0.409
C -3.663 -0.803 -0.271
H 2.943 1.450 -0.405
H -4.763 1.466 2.897
H -5.077 -2.196 -0.278
O 2.285 2.596 -1.648
C 4.826 0.969 -0.286
C 0.560 -2.102 -2.008
O -0.200 -2.209 -3.198
O 3.445 0.713 -0.007
H 4.637 -1.068 3.926
O 4.149 -1.314 1.930
```

- total energy (hartree) = -1041.47216
- LUMO energy (Eh) = 0.0062
- molecular weight (g/mol) = 288.4
- SMILES = CO.CO.CO.CO.CO.CO.CO.CO.CO
- ΔE to the lowest compared entry with this formula, charge and spin (kJ/mol) = 521.5
- charge = 0

These are the Mulliken partial charges, in e, on atoms 1 to 6: 0.23 0.26 -0.64 0.31 0.18 0.17